(1)
ORCA calculation (wB97M-V/def2-TZVPD) on a structure of composition C29H22F11FeNO6P2S2 at a distorted geometry.

Geometry as XYZ:
```
74
Properties=species:S:1:pos:R:3:lowdin_spin:R:1
Fe 1.38 -0.31 1.18 3.7618
F 2.82 2.02 2.63 0.0029
C 4.04 1.61 2.94 0.0000
F 4.90 2.36 2.39 0.0000
F 4.10 1.75 4.28 0.0000
S 4.25 -0.24 2.54 0.0062
O 3.45 -0.45 1.29 0.0455
O 5.65 -0.49 2.52 0.0049
N 3.62 -0.91 3.77 0.0010
S 2.20 -1.56 3.97 0.0089
O 2.19 -2.92 4.35 0.0027
O 1.20 -1.18 2.96 0.0508
C 1.51 -0.57 5.37 0.0017
F 2.28 -0.65 6.48 0.0007
F 0.34 -1.11 5.68 0.0003
F 1.40 0.70 5.06 0.0001
O -0.02 -1.40 0.19 0.0740
P -1.38 -0.76 -0.13 0.0088
C -1.28 1.12 -0.18 0.0006
P 0.23 1.76 -0.91 0.0090
O 1.39 1.29 -0.06 0.0511
C 0.31 1.10 -2.62 0.0010
C 1.20 0.06 -2.77 -0.0005
C 1.22 -0.64 -4.00 0.0000
C 0.39 -0.25 -5.06 0.0000
C -0.39 0.89 -4.91 0.0001
C -0.45 1.56 -3.73 0.0002
C 0.09 3.54 -0.82 0.0019
C -0.88 4.35 -1.38 0.0003
C -0.86 5.72 -1.15 0.0002
C 0.14 6.33 -0.42 0.0000
C 1.16 5.52 0.06 0.0000
C 1.09 4.15 -0.06 0.0003
C -2.48 -1.12 1.22 0.0005
C -1.97 -1.90 2.27 -0.0003
C -2.72 -2.24 3.45 0.0000
C -4.00 -1.72 3.53 0.0000
C -4.52 -0.88 2.54 0.0001
C -3.72 -0.54 1.40 0.0001
C -2.06 -1.26 -1.71 0.0018
C -1.47 -2.40 -2.30 0.0003
C -1.90 -2.78 -3.60 0.0000
C -2.95 -2.11 -4.20 0.0000
C -3.55 -1.02 -3.60 0.0001
C -3.13 -0.60 -2.37 0.0004
H -1.34 1.43 0.83 -0.0001
H -2.15 1.31 -0.79 -0.0001
H 1.82 -0.27 -1.95 -0.0005
H 1.87 -1.44 -4.17 0.0000
H 0.43 -0.88 -5.98 0.0000
H -0.83 1.32 -5.81 0.0000
H -1.16 2.42 -3.55 0.0000
H -1.65 3.96 -2.00 0.0000
H -1.69 6.22 -1.57 0.0000
H 0.10 7.39 -0.30 0.0000
H 1.95 6.08 0.64 0.0000
H 1.84 3.55 0.43 0.0000
H -1.06 -2.37 2.12 -0.0003
H -2.25 -2.91 4.16 0.0000
H -4.73 -1.96 4.31 0.0000
H -5.52 -0.48 2.55 0.0000
H -4.08 0.21 0.71 0.0000
H -0.63 -2.86 -1.80 -0.0001
H -1.43 -3.60 -4.10 0.0000
H -3.35 -2.50 -5.11 0.0000
H -4.34 -0.50 -4.10 0.0000
H -3.72 0.23 -1.85 0.0000
F 1.08 -4.48 0.98 0.1365
C 1.83 -3.78 0.18 0.5747
F 1.40 -3.85 -1.03 0.1310
C 3.34 -3.99 0.29 0.0708
F 3.75 -5.16 -0.31 0.0360
F 3.91 -2.99 -0.37 0.0101
F 3.82 -3.90 1.50 0.0045
```

- lowest unoccupied orbital energy (spin up / spin down) (eV) = -2.85 / -3.14
- <S²> = 8.7629
- orbital gap (spin up / spin down) (eV) = 9.24 / 9.21
- spin multiplicity = 6
- total charge = +1
- E_tot (hartree) = -5465.63295


(2)
ORCA calculation (wB97M-V/def2-TZVPD) on a structure of composition C4H11OP at a distorted geometry.

Geometry as XYZ:
```
17
Properties=species:S:1:pos:R:3:lowdin_spin:R:1
C 1.47 1.19 1.29 0.6843
C -2.19 0.17 0.50 0.0628
C 1.16 0.32 -1.65 0.0950
C -1.18 -0.86 0.06 0.5704
O 1.73 -1.32 0.44 0.0093
P 0.97 0.06 0.21 0.3896
H 1.62 0.79 2.32 0.0347
H 1.14 2.21 1.19 0.0382
H -1.90 0.69 1.52 0.0083
H -2.13 1.05 -0.10 0.0047
H -3.24 -0.14 0.68 0.0159
H 0.89 -0.63 -2.01 0.0032
H 0.45 1.02 -1.93 0.0048
H 2.24 0.39 -1.96 0.0129
H -1.23 -1.25 -1.03 0.0304
H -1.20 -1.72 0.61 0.0348
H 1.39 -1.95 -0.13 0.0007
```

- lowest unoccupied orbital energy (spin up / spin down) (eV) = 0.91 / -1.41
- <S²> = 2.0124
- orbital gap (spin up / spin down) (eV) = 4.95 / 7.63
- spin multiplicity = 3
- energy above the lowest of the compared OMol25 structures with the same formula, charge and spin (kcal/mol) = 68.66
- E_tot (hartree) = -575.37193


(3)
ORCA calculation (wB97M-V/def2-TZVPD) on a cluster of 19 separate species, CH39O18S in total at a distorted geometry.

Geometry as XYZ:
```
59
Properties=species:S:1:pos:R:3:nbo_charge:R:1
C -0.85 -0.51 0.83 -0.7163
S -2.47 0.35 0.64 -0.7033
H -1.02 -1.49 1.27 0.2004
H -0.39 -0.56 -0.15 0.1490
H -0.14 0.17 1.31 0.1951
H -1.44 1.39 3.78 0.4718
H -2.56 0.97 2.80 0.5080
O -2.28 0.95 3.75 -1.0005
H 0.30 3.81 -1.38 0.5091
H -0.03 2.36 -1.47 0.4803
O 0.13 3.12 -2.04 -0.9852
H 1.62 -1.28 -3.02 0.5220
H 3.26 -1.48 -3.09 0.4862
O 2.40 -1.87 -2.95 -0.9928
H 2.39 2.59 -0.69 0.4894
H 1.74 2.94 0.67 0.4823
O 1.98 3.31 -0.18 -0.9978
H -0.16 -3.42 -1.69 0.4861
H -0.81 -2.19 -1.06 0.4855
O -0.56 -2.57 -1.90 -0.9729
H 0.43 -1.59 3.21 0.5196
H 1.76 -2.38 2.76 0.4819
O 1.31 -1.51 2.78 -1.0214
H -1.56 -0.69 3.80 0.5058
H -1.84 -1.99 3.06 0.4897
O -1.23 -1.60 3.70 -0.9900
H -3.48 3.31 0.36 0.4764
H -2.29 2.37 -0.11 0.5031
O -2.53 3.27 0.27 -1.0167
H 2.19 2.12 -2.68 0.4977
H 1.85 0.79 -2.10 0.5051
O 2.57 1.45 -2.02 -0.9914
H -4.37 -0.07 -1.91 0.4809
H -2.99 -0.88 -2.11 0.4922
O -3.75 -0.45 -2.56 -0.9752
H -0.34 0.08 -3.45 0.5284
H -0.04 -0.33 -2.01 0.5003
O 0.38 -0.01 -2.81 -0.9959
H 2.70 0.56 -0.06 0.4909
H 2.19 -0.22 1.27 0.5264
O 2.55 -0.29 0.36 -1.0172
H 2.58 -2.65 -1.49 0.5061
H 3.15 -1.92 -0.23 0.5050
O 3.00 -2.81 -0.59 -1.0217
H -2.06 2.02 -3.49 0.4919
H -0.48 2.20 -3.63 0.5005
O -1.28 1.83 -4.01 -0.9896
H 1.55 -3.27 0.12 0.5075
H 0.85 -2.18 0.84 0.4979
O 0.61 -2.99 0.38 -1.0489
H 2.00 0.53 3.35 0.4962
H 0.96 1.47 2.58 0.5001
O 1.89 1.18 2.66 -0.9883
H -0.91 -3.92 1.01 0.5119
H -2.38 -3.68 0.30 0.4817
O -1.85 -4.11 0.99 -1.0054
H -0.31 3.63 2.53 0.4597
H -1.40 3.21 1.56 0.5220
O -0.53 2.90 1.96 -1.0136
```

- lowest unoccupied orbital energy (eV) = 2.49
- orbital gap (eV) = 7.11
- total charge = -1
- E_tot (hartree) = -1814.10489


(4)
ORCA calculation (wB97M-V/def2-TZVPD) on a structure of composition C6H7LiO6Rb at a distorted geometry.

Geometry as XYZ:
```
21
Properties=species:S:1:pos:R:3:lowdin_spin:R:1
O -1.57 -1.15 -0.39 -0.0002
C -1.78 -2.28 -1.16 -0.0003
C -1.43 -1.24 1.01 0.0521
O -0.96 -2.35 -2.11 0.0000
O -2.79 -2.94 -0.92 0.0011
C -1.97 0.02 1.62 0.4148
H -0.34 -1.28 1.21 0.0092
H -1.95 -2.12 1.42 0.0144
H -0.64 1.11 1.78 -0.0212
H -2.84 0.46 1.12 0.0221
H -2.11 -0.03 2.70 0.0156
Li 0.29 -0.95 -2.20 0.0002
O 1.37 0.83 -0.16 -0.0250
C 2.10 0.99 -1.28 -0.0017
O 2.97 1.86 -1.38 0.0017
Rb 4.96 1.82 -5.04 0.0004
O 1.75 0.24 -2.25 -0.0021
C 1.38 1.79 0.82 -0.0755
H 1.97 2.69 0.60 0.0074
C 0.66 1.62 1.92 0.5587
H 0.94 0.93 2.72 0.0284
```

- lowest unoccupied orbital energy (spin up / spin down) (eV) = -2.17 / -2.17
- <S²> = 0.9861
- orbital gap (spin up / spin down) (eV) = 4.62 / 4.68
- spin multiplicity = 2
- energy above the lowest of the compared OMol25 structures with the same formula, charge and spin (kcal/mol) = 131.49
- E_tot (hartree) = -715.76727


(5)
ORCA calculation (wB97M-V/def2-TZVPD) on a cluster of 2 separate species, C3H7N2O in total at a distorted geometry.

Geometry as XYZ:
```
13
Properties=species:S:1:pos:R:3:nbo_charge:R:1
C 0.83 1.16 -0.15 0.4415
C -0.56 -0.78 0.34 -0.6023
C 0.60 0.14 0.78 -0.5586
N 1.43 3.00 0.33 0.3350
N 0.39 1.24 -1.35 -0.6844
O 1.67 2.99 1.46 -0.0923
H -0.22 -1.20 -0.54 0.2064
H -1.51 -0.37 0.07 0.2346
H -0.66 -1.41 1.14 0.2518
H 0.66 0.48 1.91 0.2923
H 1.63 -0.25 0.76 0.3056
H -0.28 0.49 -1.73 0.4263
H 0.78 1.83 -2.07 0.4439
```

- lowest unoccupied orbital energy (eV) = -5.76
- orbital gap (eV) = 8.57
- energy above the lowest of the compared OMol25 structures with the same formula, charge and spin (kcal/mol) = 123.68
- total charge = +1
- E_tot (hartree) = -302.84293


(6)
ORCA calculation (wB97M-V/def2-TZVPD) on a structure of composition C9H11N3OS at a distorted geometry.

Geometry as XYZ:
```
25
Properties=species:S:1:pos:R:3:nbo_charge:R:1
N -0.88 -1.57 2.64 -0.8276
C -0.48 -2.50 1.56 -0.2432
C 0.19 -1.68 0.41 0.0998
O 0.93 -2.50 -0.49 -0.7069
C -0.90 -0.84 -0.37 -0.4601
C -0.33 0.59 -0.52 0.0131
C -0.66 1.53 0.41 -0.2228
C -0.11 2.87 0.33 -0.1826
C 0.75 3.17 -0.68 -0.2500
C 1.09 2.21 -1.68 0.1605
N 1.90 2.33 -2.74 -0.6119
S 1.91 0.90 -3.50 0.9122
N 0.93 -0.01 -2.55 -0.5698
C 0.56 0.86 -1.62 0.0629
H -0.07 -1.02 2.91 0.3549
H -1.60 -0.94 2.31 0.3470
H -1.32 -3.10 1.20 0.1880
H 0.31 -3.16 1.97 0.2026
H 0.90 -0.98 0.87 0.1731
H 0.32 -3.16 -0.83 0.4600
H -1.84 -0.75 0.20 0.2037
H -1.06 -1.23 -1.39 0.2378
H -1.33 1.21 1.22 0.2091
H -0.39 3.61 1.08 0.2219
H 1.18 4.17 -0.72 0.2281
```

- lowest unoccupied orbital energy (eV) = -0.54
- orbital gap (eV) = 8.23
- energy above the lowest of the compared OMol25 structures with the same formula, charge and spin (kcal/mol) = 0.00
- E_tot (hartree) = -987.22585


(7)
ORCA calculation (wB97M-V/def2-TZVPD) on the molecule C3H4FNO2 at a distorted geometry.

Geometry as XYZ:
```
11
Properties=species:S:1:pos:R:3:nbo_charge:R:1
C 1.20 0.63 0.56 0.8885
C -0.92 -0.39 0.57 -0.1303
C -0.81 -0.30 -1.03 0.4626
N 2.34 0.96 0.82 -0.6430
O 0.22 0.27 1.18 -0.4178
O 0.22 0.20 -1.44 -0.6674
F -0.89 -1.74 -1.48 -0.4585
H -1.88 0.07 0.81 0.2064
H -0.87 -1.41 0.94 0.2201
H -1.70 0.24 -1.38 0.1103
H 3.09 1.45 0.44 0.4289
```

- lowest unoccupied orbital energy (spin up / spin down) (eV) = -0.40 / -0.40
- orbital gap (spin up / spin down) (eV) = 9.00 / 9.00
- energy above the lowest of the compared OMol25 structures with the same formula, charge and spin (kcal/mol) = 84.02
- E_tot (hartree) = -421.68926


(8)
ORCA calculation (wB97M-V/def2-TZVPD) on the molecule C21H33N3O4S at a distorted geometry.

Geometry as XYZ:
```
62
Properties=species:S:1:pos:R:3:nbo_charge:R:1
C 4.64 2.67 0.21 -0.4271
N 3.83 1.95 -0.73 -0.6675
S 2.53 1.20 0.02 2.4374
O 1.90 2.07 0.98 -0.9521
O 1.70 0.64 -1.00 -0.9532
N 3.39 0.05 0.87 -0.6771
C 2.74 -0.42 2.08 -0.2312
C 1.57 -1.33 1.74 -0.4550
H 1.08 -1.68 2.66 0.2223
H 0.86 -0.75 1.15 0.2174
C 2.04 -2.53 0.91 0.1116
C 2.79 -2.04 -0.33 -0.4743
C 3.88 -1.04 0.04 -0.2290
H 4.69 -1.53 0.59 0.2014
H 4.30 -0.58 -0.86 0.2307
H 3.23 -2.88 -0.86 0.2183
H 2.08 -1.54 -0.99 0.2480
O 0.97 -3.41 0.58 -0.5362
C -0.04 -2.87 -0.21 0.3668
C -1.14 -2.25 0.39 -0.2771
C -2.14 -1.71 -0.40 -0.1067
C -2.07 -1.83 -1.79 -0.1919
C -1.00 -2.47 -2.37 -0.1997
C 0.02 -2.99 -1.59 -0.2674
H 0.85 -3.51 -2.04 0.2206
H -0.95 -2.58 -3.45 0.2160
H -2.86 -1.42 -2.40 0.2230
C -3.36 -1.08 0.21 0.6712
O -4.44 -1.63 0.12 -0.6218
N -3.18 0.09 0.87 -0.4455
C -1.93 0.81 0.91 -0.2149
C -1.51 1.43 -0.44 -0.4304
C -2.67 1.87 -1.32 -0.3941
H -3.38 1.05 -1.41 0.1958
C -3.40 3.13 -0.87 -0.3938
H -4.14 3.37 -1.64 0.1989
H -2.69 3.96 -0.83 0.1992
C -4.13 3.07 0.48 -0.4055
C -5.00 1.82 0.68 -0.4150
H -5.31 1.42 -0.29 0.2090
C -4.34 0.70 1.49 -0.2119
H -4.04 1.09 2.47 0.1851
H -5.07 -0.10 1.63 0.2421
H -5.90 2.10 1.22 0.2122
H -3.40 3.14 1.30 0.1895
H -4.76 3.95 0.55 0.2095
H -2.27 2.06 -2.32 0.2110
H -0.84 2.26 -0.23 0.2150
H -0.92 0.69 -0.99 0.2283
H -1.13 0.15 1.25 0.2084
H -2.03 1.59 1.66 0.2052
H -1.21 -2.22 1.46 0.2259
H 2.70 -3.16 1.52 0.1852
H 3.49 -0.94 2.68 0.2004
H 2.40 0.47 2.61 0.2401
C 3.46 2.71 -1.91 -0.4248
H 2.74 2.11 -2.47 0.2377
H 3.00 3.67 -1.65 0.1850
H 4.35 2.88 -2.51 0.2065
H 4.85 2.01 1.04 0.2276
H 4.12 3.56 0.59 0.1943
H 5.57 2.97 -0.27 0.2066
```

- lowest unoccupied orbital energy (eV) = 0.53
- orbital gap (eV) = 9.40
- energy above the lowest of the compared OMol25 structures with the same formula, charge and spin (kcal/mol) = 43.99
- E_tot (hartree) = -1683.42054


What is the E_tot in the second record? -575.37193 hartree